[1]
Entry from the Open Molecules 2025 dataset: an isolated molecule of C4H9N3 at a distorted geometry (ωB97M-V with the def2-TZVPD basis set).

**LUMO (spin up / spin down)**: 0.02644 / 0.02644 Eh
**E_tot**: -321.979023 hartree
**E_HOMO (spin up / spin down)**: -6.2417 / -6.2398 eV
**Net charge**: 0
**Relative energy (zero: lowest compared OMol25 entry of this formula, charge and spin)**: 69.9 kcal per mole
**Kohn-Sham gap (spin up / spin down)**: 0.256 / 0.256 Eh

The geometry in XYZ format:
```
16
C4H9N3 | the Open Molecules 2025 dataset | ωB97M-V with the def2-TZVPD basis set
C 0.110 -0.758 -0.141
C -0.780 1.232 0.927
C -0.465 -1.666 0.901
N 0.863 -1.333 -1.162
N 0.153 0.559 -0.014
N 0.754 2.156 -1.588
C 1.073 1.406 -0.615
H 1.094 -0.675 -1.906
H 0.502 -2.210 -1.483
H 1.511 2.772 -1.885
H -0.261 -1.299 1.916
H -1.540 -1.783 0.787
H -0.233 1.496 1.836
H -1.127 2.140 0.447
H -1.640 0.615 1.173
H -0.013 -2.653 0.808
```



[2]
Entry from the Open Molecules 2025 dataset: the ion C4H9N3 with charge +2 at a distorted geometry (ωB97M-V with the def2-TZVPD basis set).

**LUMO**: -0.44922 Eh
**E_tot**: -321.261809 hartree
**E_HOMO**: -21.5160 eV
**SMILES string**: C[C@H]1N=[NH+]C=[N+]1C
**Net charge**: +2
**Relative energy (zero: lowest compared OMol25 entry of this formula, charge and spin)**: 87.0 kcal per mole
**Kohn-Sham gap**: 0.341 Eh

The geometry in XYZ format:
```
16
C4H9N3 | the Open Molecules 2025 dataset | ωB97M-V with the def2-TZVPD basis set
C 0.393 -0.741 0.325
C 1.555 1.145 -0.166
C -0.579 -1.896 -0.176
C -0.792 1.637 0.094
N 1.752 -1.079 0.242
N 2.353 0.001 -0.079
N 0.324 0.736 0.043
H 0.190 -0.836 1.360
H 1.848 2.104 -0.251
H -0.328 -1.922 -1.165
H -0.320 -2.867 0.374
H -1.650 -1.859 0.084
H -1.313 1.577 1.165
H -0.454 2.613 -0.169
H -1.770 1.302 -0.503
H 3.327 0.018 -0.392
```



[3]
Entry from the Open Molecules 2025 dataset: a structure of composition C4H9N3O at a distorted geometry (ωB97M-V with the def2-TZVPD basis set).

**LUMO**: 0.02588 Eh
**E_tot**: -397.188081 hartree
**E_HOMO**: -8.2015 eV
**Net charge**: 0
**Relative energy (zero: lowest compared OMol25 entry of this formula, charge and spin)**: 102.0 kcal per mole
**Kohn-Sham gap**: 0.327 Eh

The geometry in XYZ format:
```
17
C4H9N3O | the Open Molecules 2025 dataset | ωB97M-V with the def2-TZVPD basis set
C 0.572 -0.385 -1.622
C 0.340 0.190 0.820
C -0.367 0.091 -0.496
N -0.502 0.221 1.922
N 1.426 1.069 0.933
N -1.691 0.626 -0.678
C -0.040 -1.385 -0.707
O -0.714 -2.408 -0.806
H -1.390 -0.238 1.768
H -0.109 0.512 2.807
H 1.853 1.059 1.851
H 2.119 0.954 0.207
H -2.322 -0.085 -1.034
H -1.709 1.415 -1.314
H 0.791 -1.097 0.579
H 0.112 -0.378 -2.603
H 1.634 -0.161 -1.627
```



[4]
Entry from the Open Molecules 2025 dataset: an isolated molecule of C4H9N3O at a distorted geometry (ωB97M-V with the def2-TZVPD basis set).

**LUMO**: 0.02975 Eh
**E_tot**: -397.038030 hartree
**E_HOMO**: -9.1910 eV
**SMILES string**: C[C@H]1CON=CNN1
**Net charge**: 0
**Relative energy (zero: lowest compared OMol25 entry of this formula, charge and spin)**: 196.2 kcal per mole
**Kohn-Sham gap**: 0.368 Eh

The geometry in XYZ format:
```
17
C4H9N3O | the Open Molecules 2025 dataset | ωB97M-V with the def2-TZVPD basis set
C -1.986 -0.392 -0.179
C -0.423 0.059 -0.082
C -0.328 1.476 0.105
C 2.146 -0.395 -0.328
H -2.279 -0.450 1.012
H -2.440 0.237 -0.916
H -2.307 -1.367 -0.821
H 0.119 -0.221 -1.122
H -1.005 2.115 0.732
H 0.013 1.882 -0.898
H 2.921 -0.838 -1.115
H 1.047 -2.134 -0.248
H 0.231 -0.062 1.822
N 1.913 0.966 -0.171
N 1.433 -1.335 0.464
N 0.052 -0.886 0.963
O 0.893 1.346 0.782
```



[5]
Entry from the Open Molecules 2025 dataset: a cluster of 2 separate species, C4H9N3O in total at a distorted geometry (ωB97M-V with the def2-TZVPD basis set).

**LUMO**: 0.02530 Eh
**E_tot**: -397.301150 hartree
**E_HOMO**: -9.1071 eV
**SMILES string**: [H]/N=C(/N)OC.CC#N
**Net charge**: 0
**Relative energy (zero: lowest compared OMol25 entry of this formula, charge and spin)**: 31.1 kcal per mole
**Kohn-Sham gap**: 0.360 Eh

The geometry in XYZ format:
```
17
C4H9N3O | the Open Molecules 2025 dataset | ωB97M-V with the def2-TZVPD basis set
C -0.072 0.978 1.476
C 0.853 1.301 -2.039
C 0.980 -0.057 -1.574
C -0.969 -1.091 0.586
N -0.064 -1.737 1.388
O -0.851 0.309 0.500
N 1.143 -1.161 -1.328
N -1.941 -1.696 0.065
H -0.192 -2.739 1.341
H 0.909 -1.467 1.283
H -2.590 -1.088 -0.422
H -0.226 2.054 1.309
H 0.995 0.743 1.380
H -0.407 0.720 2.487
H -0.149 1.669 -1.771
H 0.976 1.330 -3.124
H 1.606 1.933 -1.556
```



[6]
Entry from the Open Molecules 2025 dataset: a structure of composition C4H9N3O at a distorted geometry (ωB97M-V with the def2-TZVPD basis set).

**LUMO**: 0.01147 Eh
**E_tot**: -397.261428 hartree
**E_HOMO**: -6.9602 eV
**Net charge**: 0
**Relative energy (zero: lowest compared OMol25 entry of this formula, charge and spin)**: 56.0 kcal per mole
**Kohn-Sham gap**: 0.267 Eh

The geometry in XYZ format:
```
17
C4H9N3O | the Open Molecules 2025 dataset | ωB97M-V with the def2-TZVPD basis set
C 0.726 -0.824 -0.081
C 0.392 -2.271 0.178
N -0.304 -0.145 -0.800
C -0.563 1.126 -0.493
N -1.470 1.863 -1.198
C 0.747 0.420 1.452
N 0.066 1.617 0.586
O 1.786 0.677 2.017
H -0.782 -0.585 -1.586
H 1.708 -0.650 -0.524
H -1.915 1.455 -2.007
H -1.718 2.766 -0.830
H 0.528 2.515 0.543
H -0.126 -0.010 1.977
H 1.234 -2.757 0.668
H -0.475 -2.367 0.840
H 0.166 -2.829 -0.743
```



[7]
Entry from the Open Molecules 2025 dataset: an isolated molecule of C4H9N3O at a distorted geometry (ωB97M-V with the def2-TZVPD basis set).

**LUMO (spin up / spin down)**: 0.01254 / 0.01254 Eh
**E_tot**: -397.126915 hartree
**E_HOMO (spin up / spin down)**: -7.2671 / -7.2666 eV
**Net charge**: 0
**Relative energy (zero: lowest compared OMol25 entry of this formula, charge and spin)**: 140.4 kcal per mole
**Kohn-Sham gap (spin up / spin down)**: 0.280 / 0.280 Eh

The geometry in XYZ format:
```
17
C4H9N3O | the Open Molecules 2025 dataset | ωB97M-V with the def2-TZVPD basis set
C -0.930 -0.651 -0.572
C 0.205 0.142 -1.142
C -2.038 1.152 0.560
N -2.057 -0.001 -0.294
N 1.425 -0.693 -0.310
C 0.209 -1.144 0.861
N 2.547 0.032 0.200
O 0.430 -1.980 1.647
H 1.756 -1.499 -0.838
H -1.101 -1.589 -1.106
H 2.863 -0.464 1.035
H 2.222 0.943 0.510
H 0.358 0.074 -2.218
H 0.277 1.153 -0.753
H -1.423 1.110 1.471
H -3.046 1.355 0.916
H -1.699 2.060 0.034
```



[8]
Entry from the Open Molecules 2025 dataset: an isolated molecule of C4H9N3O at a distorted geometry (ωB97M-V with the def2-TZVPD basis set).

**LUMO**: 0.03467 Eh
**E_tot**: -397.188204 hartree
**E_HOMO**: -9.3972 eV
**SMILES string**: [H]/N=C/[C@H](/C=N/O)NC
**Net charge**: 0
**Relative energy (zero: lowest compared OMol25 entry of this formula, charge and spin)**: 101.9 kcal per mole
**Kohn-Sham gap**: 0.380 Eh

The geometry in XYZ format:
```
17
C4H9N3O | the Open Molecules 2025 dataset | ωB97M-V with the def2-TZVPD basis set
C 1.256 -0.127 0.608
C 0.383 -0.077 -0.726
C -0.343 -1.335 -1.263
C -1.640 0.967 0.176
N 1.243 0.967 1.262
N -0.495 -2.395 -0.625
N -0.574 1.065 -0.835
O 2.123 1.165 2.299
H 1.975 -0.952 0.862
H 1.275 0.234 -1.411
H -0.818 -1.200 -2.279
H -1.312 0.969 1.225
H -2.331 1.718 -0.028
H -2.171 -0.129 0.011
H 2.566 0.336 2.552
H -0.960 -3.124 -1.247
H -0.176 1.920 -0.581
```



[9]
Entry from the Open Molecules 2025 dataset: an isolated molecule of C4H9N3O at a distorted geometry (ωB97M-V with the def2-TZVPD basis set).

**LUMO**: 0.03382 Eh
**E_tot**: -397.180277 hartree
**E_HOMO**: -8.3633 eV
**SMILES string**: C=CCON/C=N\N
**Net charge**: 0
**Relative energy (zero: lowest compared OMol25 entry of this formula, charge and spin)**: 106.9 kcal per mole
**Kohn-Sham gap**: 0.341 Eh

The geometry in XYZ format:
```
17
C4H9N3O | the Open Molecules 2025 dataset | ωB97M-V with the def2-TZVPD basis set
C 1.343 0.903 1.258
C -0.524 0.145 -1.423
C -0.737 -1.081 -0.625
C -0.261 -2.247 -1.067
H -1.359 1.213 2.716
H -1.213 1.310 1.112
H 2.407 0.926 1.565
H 2.024 1.200 -0.587
H -1.477 0.567 -1.862
H 0.094 -0.118 -2.271
H -1.103 -0.965 0.421
H 0.317 -2.318 -1.978
H -0.441 -3.218 -0.522
N -0.888 0.805 1.922
N 0.457 0.942 2.164
N 1.268 0.725 -0.116
O 0.094 1.213 -0.707
```



[10]
Entry from the Open Molecules 2025 dataset: a cluster of 2 separate species, C4H9N3O in total at a distorted geometry (ωB97M-V with the def2-TZVPD basis set).

**LUMO (spin up / spin down)**: -0.01582 / -0.00502 Eh
**E_tot**: -397.104794 hartree
**E_HOMO (spin up / spin down)**: -8.7985 / -8.7586 eV
**Net charge**: 0
**Relative energy (zero: lowest compared OMol25 entry of this formula, charge and spin)**: 154.3 kcal per mole
**Kohn-Sham gap (spin up / spin down)**: 0.308 / 0.317 Eh

The geometry in XYZ format:
```
17
C4H9N3O | the Open Molecules 2025 dataset | ωB97M-V with the def2-TZVPD basis set
C -0.756 0.795 -1.148
C -1.299 -0.572 -0.943
C -0.469 1.184 0.326
C -0.686 -1.100 0.438
N 2.666 0.551 0.920
N -0.075 0.067 1.019
N 1.977 -0.394 0.741
O 2.095 -1.590 0.766
H 0.177 1.020 -1.746
H -1.338 1.540 -1.741
H -2.376 -0.584 -0.936
H -1.231 -1.359 -1.664
H 0.287 1.988 0.622
H -1.398 1.506 0.755
H -1.433 -1.571 1.220
H 0.174 -1.903 0.409
H 3.687 0.422 0.965
```



[11]
Entry from the Open Molecules 2025 dataset: an isolated molecule of C4H9N3O at a distorted geometry (ωB97M-V with the def2-TZVPD basis set).

**LUMO**: 0.03510 Eh
**E_tot**: -397.245754 hartree
**E_HOMO**: -8.6057 eV
**SMILES string**: C/N=C/N=C(/C)NO
**Net charge**: 0
**Relative energy (zero: lowest compared OMol25 entry of this formula, charge and spin)**: 65.8 kcal per mole
**Kohn-Sham gap**: 0.351 Eh

The geometry in XYZ format:
```
17
C4H9N3O | the Open Molecules 2025 dataset | ωB97M-V with the def2-TZVPD basis set
C 2.012 2.155 -0.313
C -0.089 1.190 -0.398
C -1.019 -0.929 0.145
C -2.217 -1.581 0.802
H 1.513 3.016 -0.763
H 2.782 1.802 -1.008
H 2.532 2.409 0.595
H -0.461 2.094 -0.972
H -3.043 -1.459 0.071
H -2.474 -1.038 1.766
H -2.089 -2.664 0.935
H 0.047 -2.692 0.323
H 1.409 -0.512 -0.279
N 1.128 1.059 -0.033
N -1.149 0.333 -0.208
N -0.004 -1.755 -0.001
O 1.123 -1.428 -0.661
```



[12]
Entry from the Open Molecules 2025 dataset: an isolated molecule of C4H9N3O at a distorted geometry (ωB97M-V with the def2-TZVPD basis set).

**LUMO**: 0.02959 Eh
**E_tot**: -397.106948 hartree
**E_HOMO**: -8.5988 eV
**SMILES string**: [H]/N=C(/N)N1CCCO1
**Net charge**: 0
**Relative energy (zero: lowest compared OMol25 entry of this formula, charge and spin)**: 152.9 kcal per mole
**Kohn-Sham gap**: 0.346 Eh

The geometry in XYZ format:
```
17
C4H9N3O | the Open Molecules 2025 dataset | ωB97M-V with the def2-TZVPD basis set
C -1.290 0.920 -0.140
C 1.012 0.233 0.869
C 1.773 -0.690 -0.193
C 0.637 -1.553 -0.832
H -2.393 1.570 1.863
H -2.877 2.217 0.422
H -1.290 -0.376 -1.691
H 1.319 1.323 0.791
H 1.331 -0.389 1.762
H 2.788 -1.190 0.090
H 2.004 0.390 -0.615
H 0.851 -2.606 -0.532
H 0.629 -1.225 -2.010
N -1.944 1.954 0.832
N -1.606 0.556 -1.283
N -0.426 0.063 0.600
O -0.519 -1.197 0.068
```